{"formula": "C35H30CrN13O2SSb", "method": "wB97M-V/def2-TZVPD", "species": ["Cr", "C", "C", "N", "C", "C", "N", "C", "C", "C", "C", "C", "N", "C", "C", "N", "C", "C", "N", "C", "C", "C", "N", "C", "C", "H", "H", "H", "H", "H", "H", "H", "H", "H", "H", "H", "H", "N", "C", "C", "C", "C", "C", "C", "S", "O", "O", "N", "C", "N", "C", "C", "C", "N", "H", "H", "H", "H", "H", "H", "H", "H", "H", "N", "C", "C", "C", "N", "C", "N", "C", "Sb", "C", "C", "H", "H", "H", "H", "H", "H", "H", "H", "H"], "positions_angstrom": [[0.2357, 0.1842, -0.1579], [-2.0206, -2.5870, -2.5619], [-1.1456, -1.5769, -2.1957], [-0.9412, -1.2893, -0.9154], [-1.6339, -1.9771, 0.0103], [-2.4619, -3.0139, -0.3777], [-2.6545, -3.3210, -1.6556], [-1.4976, -1.4518, 1.3945], [-1.9629, -2.0382, 2.5468], [-1.7427, -1.4145, 3.7807], [-1.0244, -0.2167, 3.7735], [-0.5652, 0.3074, 2.5854], [-0.8238, -0.3011, 1.4291], [0.2947, 1.5078, 2.4188], [0.6257, 2.3926, 3.4205], [1.4084, 3.4505, 3.2037], [1.8601, 3.6301, 1.9757], [1.5191, 2.7688, 0.9322], [0.7503, 1.7105, 1.1602], [-2.2223, -2.0209, 5.0536], [-1.9460, -1.4378, 6.2853], [-2.3923, -2.0514, 7.4462], [-3.0833, -3.1892, 7.4549], [-3.3622, -3.7428, 6.2762], [-2.9617, -3.1998, 5.0646], [-2.2042, -2.8169, -3.6031], [-0.5954, -0.9965, -2.9247], [-2.9899, -3.6145, 0.3533], [-2.4638, -2.9914, 2.4803], [-0.7952, 0.2957, 4.6945], [0.2592, 2.2562, 4.4309], [2.5130, 4.4751, 1.8000], [1.9040, 2.9179, -0.0706], [-1.3865, -0.5168, 6.3766], [-2.1824, -1.6113, 8.4143], [-3.9308, -4.6657, 6.3034], [-3.2427, -3.7146, 4.1557], [4.4496, -1.9919, -6.7311], [4.1365, -1.1575, -5.6895], [4.8904, -1.1783, -4.5082], [4.5150, -0.4172, -3.4230], [3.3862, 0.3933, -3.5072], [2.6460, 0.4586, -4.6862], [3.0227, -0.3072, -5.7679], [2.8615, 1.2041, -2.0524], [2.8842, 2.6355, -2.1768], [3.5645, 0.6020, -0.9585], [1.2522, 0.7672, -1.8076], [0.2465, 1.5838, -2.2520], [-0.8080, 1.5144, -1.3897], [-1.8933, 2.2448, -1.6525], [-1.9491, 3.0572, -2.7554], [-0.8335, 3.0542, -3.5892], [0.2483, 2.3179, -3.3615], [5.3405, -2.4534, -6.7387], [4.0133, -1.8417, -7.6224], [5.7737, -1.8044, -4.4509], [5.0779, -0.4496, -2.4992], [1.7868, 1.1136, -4.7439], [2.4529, -0.2589, -6.6897], [-2.7182, 2.1730, -0.9536], [-2.8187, 3.6596, -2.9683], [-0.8073, 3.6618, -4.4875], [1.6178, -0.8947, 0.6856], [2.6199, -0.7944, 1.2789], [3.6926, -0.5484, 2.0921], [4.2580, -1.5728, 2.9047], [4.6867, -2.4107, 3.5710], [4.0801, 0.8211, 2.2091], [4.3116, 1.9430, 2.3518], [1.7905, -5.7999, -1.5706], [1.6900, -3.8969, -0.5622], [2.1039, -2.8033, -2.3640], [3.7404, -3.8275, 0.0776], [2.7076, -5.8521, -2.1581], [0.9280, -5.9001, -2.2320], [1.7760, -6.6154, -0.8456], [2.9547, -3.2620, -2.8701], [2.3522, -1.7738, -2.1009], [1.2473, -2.8059, -3.0439], [4.2822, -4.6522, -0.3848], [3.8315, -3.8968, 1.1593], [4.1572, -2.8765, -0.2613]], "forces_ev_per_angstrom": [[0.5, 0.9, -0.6], [-0.1, -0.2, 0.1], [0.3, 0.1, -0.1], [-0.4, -0.5, -0.2], [0.0, 0.2, 0.2], [-0.1, -0.2, -0.1], [0.0, 0.1, 0.0], [0.1, -0.2, -0.3], [-0.1, -0.2, 0.1], [0.0, 0.0, 0.0], [0.0, 0.0, 0.2], [0.3, 0.3, -0.1], [-0.6, 0.0, 0.4], [-0.2, -0.1, -0.1], [0.1, 0.1, 0.1], [-0.1, 0.0, 0.0], [-0.1, 0.0, 0.2], [0.1, -0.2, -0.1], [0.1, 0.2, 0.1], [0.0, 0.0, -0.1], [0.1, 0.1, 0.1], [-0.1, -0.2, 0.0], [0.0, 0.1, -0.1], [0.1, 0.1, 0.2], [-0.1, -0.1, -0.1], [0.0, 0.0, 0.0], [0.1, 0.0, 0.0], [0.0, 0.1, 0.0], [0.0, 0.0, 0.1], [0.0, 0.0, 0.0], [0.0, 0.0, 0.0], [0.0, 0.0, 0.0], [0.0, 0.0, 0.0], [0.0, -0.1, 0.0], [0.0, 0.0, 0.0], [0.0, 0.0, 0.0], [0.0, 0.0, 0.1], [-0.1, 0.1, 0.1], [0.0, -0.1, 0.0], [0.1, 0.0, -0.1], [-0.1, 0.1, 0.0], [-0.2, -0.1, 0.0], [0.2, 0.0, 0.1], [-0.1, 0.0, 0.0], [-0.1, 0.1, 0.1], [-0.1, -0.1, -0.1], [0.0, 0.0, 0.2], [-0.2, 0.4, -0.3], [-0.1, 0.1, 0.0], [0.3, 0.0, -0.1], [-0.1, -0.2, 0.3], [0.0, 0.1, -0.2], [0.2, -0.1, 0.0], [0.0, 0.0, 0.0], [0.0, 0.0, 0.0], [0.1, 0.0, 0.0], [-0.1, 0.0, 0.0], [0.0, 0.0, 0.0], [0.0, 0.0, 0.0], [0.0, 0.0, 0.0], [0.0, 0.0, 0.0], [0.0, 0.0, 0.0], [0.0, 0.0, 0.0], [0.7, -0.1, -0.3], [-0.2, 0.0, 0.6], [0.2, 0.0, 0.0], [-0.1, 0.0, -0.1], [-0.1, 0.1, -0.1], [-0.1, -0.2, 0.1], [0.0, -0.2, -0.1], [0.0, 0.1, 0.2], [0.0, -0.3, -0.2], [-0.1, 0.1, 0.0], [-0.1, 0.1, 0.0], [0.0, 0.0, 0.0], [0.1, 0.0, 0.0], [0.0, 0.0, -0.1], [0.0, 0.1, 0.0], [0.0, -0.1, -0.1], [0.1, 0.0, 0.0], [0.0, 0.1, 0.0], [0.0, 0.0, 0.0], [0.0, -0.1, 0.0]], "total_charge": 1, "orbital_gap_ev": [5.97, 5.71], "s2": 3.7758, "multiplicity": 4, "relative_energy_ev": 0.948, "energy_ev": -106037.0322, "fmax_ev_per_a": 1.1}

{"formula": "C3H4CoLiO4", "method": "wB97M-V/def2-TZVPD", "species": ["H", "C", "C", "O", "H", "H", "O", "H", "O", "C", "Li", "Co", "O"], "positions_angstrom": [[-1.1719, -0.3622, 1.1719], [-0.3762, -1.0400, 0.8588], [-0.2786, -2.4155, 1.3293], [-0.7412, -2.0710, 0.0097], [0.6926, -2.9089, 1.3569], [-1.0474, -2.7944, 2.0062], [0.7262, -0.2544, 0.4886], [1.8351, 1.0664, 0.9069], [-0.1862, 1.1829, -1.2488], [0.7285, 0.8333, -0.5425], [-0.3456, 2.8253, -2.1872], [-1.4215, 4.3116, -4.1547], [1.5861, 1.6270, 0.0049]], "forces_ev_per_angstrom": [[-0.1, -0.4, 0.1], [-1.3, 0.8, -0.8], [0.5, 0.0, 0.0], [0.0, 0.0, 0.1], [-0.2, 0.1, 0.0], [0.2, 0.1, -0.2], [0.8, 0.4, -2.3], [-0.4, 1.9, -3.0], [0.8, -0.9, -1.2], [-2.6, -1.0, 5.6], [-0.1, -0.2, 0.0], [0.0, 0.0, 0.0], [2.3, -0.9, 1.8]], "total_charge": 1, "orbital_gap_ev": [8.14, 5.85], "s2": 3.7609, "multiplicity": 4, "relative_energy_ev": 1.710, "energy_ev": -49185.8824, "fmax_ev_per_a": 6.2}

{"formula": "C4H7ClS", "method": "wB97M-V/def2-TZVPD", "species": ["C", "C", "Cl", "C", "S", "C", "H", "H", "H", "H", "H", "H", "H"], "positions_angstrom": [[-2.1963, -1.1089, -0.3731], [-1.1676, -0.2853, -0.1514], [-1.4912, 1.4379, -0.1613], [0.1861, -0.8199, 0.4442], [1.7550, -0.4241, -0.4297], [1.8819, 1.3731, -0.0668], [-2.0965, -2.2184, -0.3252], [-3.1420, -0.7430, -0.6681], [0.3032, -0.4962, 1.4724], [0.1681, -1.9256, 0.4411], [1.2114, 1.9256, -0.7512], [2.8761, 1.6444, -0.4254], [1.7119, 1.6403, 0.9945]], "forces_ev_per_angstrom": [[1.4, -0.9, -0.1], [0.4, -1.4, 1.2], [0.4, -0.3, -0.1], [-0.5, 0.3, -1.1], [-0.7, 0.6, 0.5], [-0.2, 0.0, -0.9], [0.2, 1.1, 0.0], [-0.8, 0.4, -0.2], [-0.1, 0.2, 0.2], [-0.3, 0.6, 0.0], [0.1, -0.3, 0.7], [0.2, 0.0, 0.5], [0.2, -0.3, -0.7]], "smiles": "C=C(Cl)CSC", "orbital_gap_ev": 9.60, "relative_energy_ev": 0.410, "energy_ev": -27618.3001, "fmax_ev_per_a": 1.9}

{"formula": "C44H66BIN8OTl", "method": "wB97M-V/def2-TZVPD", "species": ["Tl", "C", "C", "C", "C", "C", "C", "N", "N", "B", "N", "C", "C", "C", "N", "C", "C", "C", "N", "C", "C", "C", "N", "C", "C", "C", "H", "H", "H", "H", "H", "H", "H", "H", "H", "H", "H", "H", "H", "H", "H", "H", "H", "H", "H", "H", "H", "H", "H", "H", "H", "H", "H", "H", "C", "C", "C", "C", "C", "C", "C", "C", "C", "C", "C", "C", "N", "C", "C", "N", "C", "C", "C", "C", "C", "C", "C", "C", "C", "C", "C", "C", "H", "H", "H", "H", "H", "H", "H", "H", "H", "H", "H", "H", "H", "H", "H", "H", "H", "H", "H", "H", "H", "H", "H", "H", "H", "H", "H", "H", "H", "H", "H", "H", "H", "H", "H", "H", "I", "O", "H", "H"], "positions_angstrom": [[7.7230, 2.3600, 20.1453], [9.2545, -1.8170, 15.7321], [9.7627, -1.1167, 17.0112], [9.0076, -1.5605, 18.2823], [9.8474, 0.3573, 16.7484], [10.5897, 0.9236, 15.6275], [10.3863, 2.2696, 15.7314], [9.6035, 2.5315, 16.8075], [9.2387, 1.3279, 17.4269], [9.3516, 3.9973, 17.4110], [7.8712, 4.5427, 17.2501], [7.4064, 5.7134, 16.7370], [6.0623, 5.8220, 16.9495], [5.7109, 4.5940, 17.6371], [6.7815, 3.8206, 17.7752], [4.3370, 4.2400, 18.0814], [3.4885, 3.8366, 16.8535], [3.6322, 5.4152, 18.8367], [10.0056, 4.2430, 18.8622], [11.3545, 4.2223, 19.1899], [11.5581, 4.9307, 20.3382], [10.2158, 5.4160, 20.6971], [9.3046, 5.0250, 19.8323], [9.8840, 6.3308, 21.8323], [8.3676, 6.4205, 22.1279], [10.6556, 5.9207, 23.1007], [9.2133, -2.8889, 15.8854], [8.2623, -1.4377, 15.4930], [9.9241, -1.6309, 14.8822], [10.8065, -1.4673, 17.1536], [8.0521, -1.0358, 18.3993], [8.7883, -2.6402, 18.1733], [9.5891, -1.4416, 19.1962], [11.2046, 0.3951, 14.9196], [10.7551, 3.0546, 15.1010], [9.9893, 4.6762, 16.5997], [8.0651, 6.4041, 16.2470], [5.3881, 6.6364, 16.6587], [4.4197, 3.3732, 18.7683], [3.3259, 4.6854, 16.1763], [3.9343, 3.0069, 16.3021], [2.5119, 3.4828, 17.1921], [3.5457, 6.2856, 18.1952], [2.6117, 5.0940, 19.1096], [4.1305, 5.6776, 19.7747], [12.1019, 3.6907, 18.6191], [12.4959, 5.0876, 20.8732], [10.2559, 7.3475, 21.5479], [8.0208, 5.4435, 22.5203], [8.1722, 7.1662, 22.8987], [7.7906, 6.6829, 21.2254], [10.3840, 4.8827, 23.3406], [11.7488, 5.9520, 22.9570], [10.3902, 6.5636, 23.9522], [11.1702, 1.8305, 22.3083], [11.3725, 0.4787, 21.5786], [11.1433, 0.5252, 20.0700], [10.6912, -0.6097, 22.3925], [11.5517, -1.4244, 23.1303], [11.0576, -2.2915, 24.0777], [9.6983, -2.3536, 24.3577], [8.8040, -1.5832, 23.6445], [7.3610, -1.5363, 24.1256], [7.1985, -0.9901, 25.5547], [6.6975, -2.9226, 24.0521], [9.3013, -0.8821, 22.4841], [8.4468, -0.4468, 21.4839], [7.4575, -1.1765, 21.1093], [6.2626, -0.8247, 20.4394], [5.8021, 0.3440, 20.1688], [4.5531, 0.5009, 19.5492], [4.3640, 0.1904, 18.1643], [3.1026, 0.3608, 17.5835], [2.0489, 0.8281, 18.3627], [2.2121, 1.2212, 19.6767], [3.4472, 1.0391, 20.3203], [3.5419, 1.4348, 21.7891], [2.7761, 2.7091, 22.1923], [3.1280, 0.2359, 22.6911], [5.4646, -0.3310, 17.2531], [5.6716, 0.5048, 15.9701], [5.2638, -1.8180, 16.8633], [11.5725, 2.6626, 21.7182], [11.7307, 1.8133, 23.2557], [10.1135, 2.0292, 22.5325], [12.4527, 0.2577, 21.7177], [10.0738, 0.6247, 19.8613], [11.5356, -0.3550, 19.5799], [11.6610, 1.3846, 19.6287], [12.6207, -1.3664, 22.9755], [11.7520, -2.9213, 24.6224], [9.3491, -2.9799, 25.1705], [6.8367, -0.8431, 23.4414], [7.7205, -1.6359, 26.2731], [6.1484, -0.9996, 25.8192], [7.5596, 0.0287, 25.6579], [7.1810, -3.5914, 24.7702], [6.7978, -3.3957, 23.0775], [5.6263, -2.8759, 24.3015], [7.4848, -2.2785, 21.3352], [5.5986, -1.7009, 20.2596], [2.9635, 0.0810, 16.5540], [1.0465, 0.8916, 17.9252], [1.3833, 1.6443, 20.2242], [4.6111, 1.6093, 22.0120], [1.6855, 2.5171, 22.2560], [3.0061, 3.5600, 21.5549], [3.0723, 2.9805, 23.1996], [2.0486, 0.0286, 22.6234], [3.3817, 0.4135, 23.7378], [3.6708, -0.6512, 22.4117], [6.3821, -0.2707, 17.8306], [4.8603, 0.4043, 15.2331], [6.5934, 0.1569, 15.4899], [5.8093, 1.5525, 16.2133], [4.4387, -1.9431, 16.1505], [5.0316, -2.4309, 17.7402], [6.1761, -2.2016, 16.3918], [7.2357, 2.4162, 23.4210], [5.7279, 4.2309, 20.9546], [6.1999, 4.9599, 20.5261], [6.1575, 4.1959, 21.8533]], "forces_ev_per_angstrom": [[0.3, 0.1, -0.1], [0.2, 0.3, 0.3], [0.6, -0.4, 0.3], [-0.3, -0.4, -0.6], [0.4, 1.4, -1.1], [-0.7, -0.7, 1.3], [-0.2, 0.0, 0.5], [-0.6, -0.5, 1.1], [0.8, 0.5, -0.7], [0.4, 0.5, -1.2], [-1.0, -1.3, 0.7], [0.6, -0.5, 0.3], [-0.8, -0.8, 0.5], [1.0, 1.4, -0.8], [0.7, 1.2, -0.1], [-0.6, -0.3, 0.3], [-0.2, -0.1, 0.4], [-0.1, -1.0, 0.0], [-0.3, 0.7, 0.6], [-1.5, 0.1, -0.2], [-1.4, 0.6, 0.5], [1.3, -0.4, -0.6], [1.5, -1.2, -1.4], [0.0, 0.8, 0.5], [0.3, -0.5, -0.2], [-0.1, -0.3, -0.1], [-0.1, -0.3, 0.0], [-0.1, -0.1, -0.2], [-0.2, 0.1, 0.2], [-0.3, 0.2, -0.1], [0.3, 0.0, 0.0], [0.0, 0.4, 0.1], [0.0, 0.2, -0.2], [0.0, 0.0, -0.1], [0.1, 0.3, 0.0], [-0.2, -0.1, 0.4], [0.3, 0.1, 0.0], [0.5, -0.5, 0.2], [-0.1, 0.4, -0.3], [0.2, -0.1, 0.1], [0.1, 0.1, 0.0], [-0.1, 0.1, 0.0], [0.0, 0.2, -0.1], [0.3, 0.1, -0.1], [0.1, 0.0, -0.3], [-0.3, 0.0, -0.3], [-0.4, -0.1, -0.2], [-0.3, -0.6, 0.1], [0.1, 0.4, -0.3], [0.1, 0.1, 0.0], [0.3, -0.1, 0.3], [0.1, 0.2, 0.1], [-0.4, 0.1, 0.0], [0.1, -0.2, -0.2], [0.0, -0.1, -0.1], [0.9, 0.1, 0.2], [-0.5, 0.6, 0.4], [0.1, -0.6, -0.5], [-0.5, 0.2, 0.3], [0.1, -0.7, 0.3], [0.7, 0.4, 0.3], [-0.1, -0.1, -0.8], [-0.5, 0.2, -0.8], [0.5, -0.3, -0.2], [-0.1, 0.0, 0.2], [0.4, -0.5, 0.8], [-1.6, 1.0, -0.2], [2.9, -1.4, 1.7], [-2.9, 1.0, -1.5], [1.0, -0.7, 0.6], [-2.0, 0.2, -0.3], [-0.1, 0.1, 0.2], [0.1, 0.1, 1.5], [-0.7, 0.0, -0.9], [1.1, -0.6, 0.1], [0.2, 0.3, -0.8], [0.9, -0.4, 0.4], [-0.3, -0.7, 0.0], [-0.2, 0.6, -0.1], [0.0, -0.2, -0.1], [0.1, -0.3, 0.2], [0.0, 0.3, 0.2], [-0.1, -0.2, 0.0], [-0.3, 0.0, -0.1], [0.2, 0.0, -0.1], [-0.4, 0.1, -0.2], [0.3, 0.0, -0.2], [0.0, -0.4, -0.1], [-0.1, 0.0, 0.1], [0.0, 0.2, 0.0], [-0.1, 0.0, 0.0], [0.0, 0.1, 0.0], [0.0, -0.2, 0.4], [0.0, 0.1, -0.1], [-0.3, 0.0, 0.0], [0.1, 0.1, -0.1], [-0.1, 0.0, 0.0], [0.0, 0.1, -0.1], [0.3, 0.1, 0.0], [-0.1, 0.8, 0.2], [0.4, 0.4, -0.1], [-0.1, 0.0, -0.2], [0.4, 0.1, 0.0], [-0.1, 0.0, 0.1], [-0.3, 0.0, -0.1], [0.4, 0.2, -0.3], [-0.1, -0.1, -0.2], [0.2, 0.0, 0.2], [0.3, 0.0, -0.1], [-0.1, 0.3, 0.0], [0.2, -0.5, -0.3], [0.2, 0.1, -0.1], [0.1, 0.0, 0.3], [-0.1, 0.1, 0.0], [0.0, 0.2, 0.0], [0.1, 0.1, 0.1], [0.1, 0.0, -0.1], [-0.1, 0.0, 0.1], [-0.1, 0.0, 0.3], [0.6, 0.4, 0.9], [0.0, -0.1, -0.2], [-0.6, -0.3, -0.8]], "total_charge": -1, "orbital_gap_ev": [6.05, 6.05], "relative_energy_ev": 0.000, "energy_ev": -74143.5422, "fmax_ev_per_a": 3.6}